# C6H8

A single C6H8 molecule at a distorted geometry (ωB97M-V/def2-TZVPD, the Open Molecules 2025 dataset).

Last column: Mulliken charge in e.
CARTESIAN COORDINATES (ANGSTROEM)
C: -0.542304 -1.503144 -0.258573  -0.65
C: -0.192464 -0.746972 1.024193  -0.61
C: 1.431036 0.886025 -0.462568  -0.29
C: -0.572693 1.589020 -0.234075  -0.50
C: 0.894511 2.310646 -0.311817  -0.49
C: 0.019340 0.115007 -0.139025  0.27
H: 0.084429 -2.345349 -0.630991  0.26
H: -1.602606 -1.471611 -0.437535  0.26
H: -1.214189 -0.356088 1.542223  0.15
H: 0.467171 -0.969416 1.894528  0.35
H: 1.683610 1.077510 -1.554216  0.24
H: 2.313327 0.666743 0.181938  0.37
H: -0.996842 2.006494 0.655513  0.32
H: -1.188261 1.990385 -1.089171  0.32

Cartesian forces, eV/Å:
C 1.5075 2.6967 0.7373
C -3.3524 0.9283 2.4075
C -0.7246 0.1048 0.7223
C 1.5244 0.9283 -1.6387
C -2.1019 -2.8346 0.2045
C 1.8942 0.7825 -1.1883
H -0.5071 1.1484 0.1372
H -0.0564 -0.5355 -0.2981
H 2.2357 -1.1228 -0.9735
H 0.0832 -0.1723 -1.3688
H -0.0254 -0.8409 0.6969
H -0.2508 -0.1228 -0.9517
H -0.6309 -0.0848 0.8504
H 0.4047 -0.8755 0.6628

Electronic energy in Eh: -233.1576
Molar mass in g/mol: 80.1
E_LUMO in eV: 0.248
2S+1: 1
Energy relative to the best compared isomer or geometry (same formula, charge and spin) in kcal/mol: 143.9



# C6H8

An isolated ion of composition C6H8 and charge +1 at a distorted geometry (ωB97M-V/def2-TZVPD, the Open Molecules 2025 dataset).

Last column: Löwdin spin population.
CARTESIAN COORDINATES (ANGSTROEM)
C: -1.487585 -0.881936 0.662554  0.04
C: -2.101612 -0.562344 1.809207  0.24
C: 0.203646 -0.263200 -1.011491  0.15
C: -0.199460 -0.340326 0.300533  0.17
C: 2.204116 1.225430 -0.743570  0.30
C: 1.404430 0.366233 -1.445569  0.05
H: -1.839406 -1.645961 -0.019286  0.00
H: -3.084157 -0.946574 2.072527  0.01
H: -1.902562 0.285723 2.458093  0.01
H: -0.260686 -0.870250 -1.781658  0.00
H: 0.407352 0.190321 1.027044  0.00
H: 1.964708 1.412553 0.297781  0.01
H: 3.030216 1.800361 -1.134719  0.01
H: 1.660999 0.229970 -2.491446  0.00

Cartesian forces, eV/Å:
C 2.2517 -0.3813 -0.4746
C -1.7595 0.7508 0.6866
C 1.6929 -0.8898 -0.5241
C -1.5041 0.8573 0.4629
C -0.8646 -0.1561 0.9053
C 0.2013 0.5110 -0.7750
H -0.5152 0.0958 0.0600
H 0.1797 -0.4712 -0.3011
H 0.9619 -0.1896 -0.1127
H -0.5035 0.2135 0.1408
H -0.2536 -0.0823 0.2286
H 0.1561 0.1440 0.0120
H 0.0713 -0.3108 -0.3215
H -0.1143 -0.0912 0.0128

⟨S²⟩: 0.81
Electronic energy in Eh: -233.0456
Total charge: +1
Molar mass in g/mol: 80.1
E_LUMO (alpha / beta) in eV: -5.548 / -7.772
2S+1: 2
Energy relative to the best compared isomer or geometry (same formula, charge and spin) in kcal/mol: 0.0



# C6H8AlLiO6

C6H8AlLiO6 as an isolated structure at a distorted geometry (ωB97M-V/def2-TZVPD, the Open Molecules 2025 dataset).

Last column: Mulliken charge in e.
CARTESIAN COORDINATES (ANGSTROEM)
Li: -1.194097 1.477385 -3.209179  0.95
O: 0.020846 -0.068694 -2.770271  -0.41
O: 2.033064 -1.017650 -2.869477  -0.22
C: 1.597506 -2.774181 0.565361  -1.28
C: 1.849148 -1.408963 -0.026918  0.50
O: 0.704840 -1.128075 -1.036830  -0.20
C: 0.924642 -0.756102 -2.288092  0.73
H: 1.271642 -3.505198 -0.185293  0.38
H: 0.996652 -2.482989 1.469874  0.42
H: 2.538805 -3.157296 0.981382  0.38
H: 1.731777 -0.630880 0.735299  0.30
Al: -1.191739 -0.663566 -1.179063  0.78
O: -2.240433 1.175644 -1.747377  -0.58
O: -2.715507 2.589301 -0.040196  -0.28
C: 3.118902 -1.682405 -2.154024  -0.45
C: 3.175319 -1.194205 -0.727959  -0.79
O: -2.430061 0.384548 0.264328  -0.47
C: -2.541258 1.451490 -0.481605  0.78
H: 2.942876 -2.761732 -2.223842  0.32
H: 4.019406 -1.427582 -2.717971  0.35
H: 3.452288 -0.132368 -0.700863  0.35
H: 3.968565 -1.736658 -0.198582  0.43

Cartesian forces, eV/Å:
Li -0.2175 0.5628 -0.4189
O -1.3583 -0.4344 0.0164
O -1.4714 0.5735 -0.0366
C 0.0709 1.0234 1.0248
C 1.5464 -0.4046 0.9223
O -0.7245 -0.1973 0.8821
C 3.4326 0.4043 -1.0632
H -0.4771 0.1278 0.6089
H -0.2313 -1.5769 -0.9719
H -0.1268 0.1675 -0.1360
H -0.3437 -0.0627 -0.3752
Al -3.1719 3.3451 1.1949
O 0.7976 -0.4660 -0.5911
O -0.2060 -0.5143 -1.3354
C 0.8331 -0.7852 0.2400
C -0.1115 0.5708 -0.4998
O 1.3315 -1.2866 -0.8444
C 1.0683 -1.0918 1.5711
H -0.0289 0.2110 -0.0884
H -0.2914 -0.0383 0.0349
H -0.0314 -0.1777 -0.0989
H -0.2887 0.0496 -0.0354

Electronic energy in Eh: -934.2294
Total charge: +2
Molar mass in g/mol: 210.0
E_LUMO (alpha / beta) in eV: -10.524 / -11.861
2S+1: 1
Energy relative to the best compared isomer or geometry (same formula, charge and spin) in kcal/mol: 0.0



# C6H8BBr2NO8P

C6H8BBr2NO8P as an isolated structure at a distorted geometry (ωB97M-V/def2-TZVPD, the Open Molecules 2025 dataset).

Last column: Mulliken charge in e.
CARTESIAN COORDINATES (ANGSTROEM)
O: 4.580285 1.253333 1.719046  -0.36
C: 3.503322 1.611586 0.974806  0.42
N: 2.665129 1.839838 -0.100153  -0.54
C: 1.403289 0.964194 0.020691  0.52
O: 0.334484 1.907331 0.478155  -0.31
C: -0.968815 1.550762 -0.102990  0.34
O: -1.521775 2.272172 -1.117850  -0.55
C: -1.930887 0.292957 0.434989  0.07
C: -3.428909 0.289088 -0.230318  -0.43
O: -3.376708 -0.538753 -1.447729  -0.26
C: -3.445630 -1.971477 -1.072045  0.17
O: -2.393578 -2.751104 -1.438323  -0.47
B: 1.580168 -0.293818 1.074109  0.47
O: 2.488960 -1.446022 0.916482  -0.51
O: 0.694872 -0.247314 2.291641  -0.55
P: 1.083349 0.329654 -1.792842  0.43
O: 1.485552 -1.357028 -1.950826  -0.54
Br: 2.453981 1.622303 -3.137674  -0.26
H: -1.989556 0.453673 1.616121  0.32
H: -1.316345 -0.694968 0.281245  -0.02
H: -4.149760 -0.261741 0.530352  0.26
H: -3.875526 1.369633 -0.396734  0.29
H: -4.375232 -2.382960 -0.482543  0.31
H: 3.100442 -1.276810 0.135640  0.30
H: 0.218371 -1.145978 2.277083  0.32
H: 0.655748 -1.846651 -2.249545  0.37
Br: 6.524768 0.458102 2.769213  -0.80

Cartesian forces, eV/Å:
O -9.7848 3.5634 -5.8188
C 3.9043 -1.6417 -0.1606
N 2.4872 -2.0915 5.6553
C 2.4252 0.2723 0.4775
O -2.6104 -2.2262 -2.6057
C -3.3303 3.1895 -5.0663
O 3.8928 -4.0998 6.8360
C 1.2153 1.2525 1.3236
C 0.2396 -0.3444 1.5855
O -0.6950 -2.8664 2.0236
C 6.3532 -1.9311 -2.6944
O -7.4001 4.9939 2.4950
B 0.2006 -1.9530 2.0559
O -1.6109 3.7550 -0.9926
O 0.6479 -2.3206 -3.4325
P -1.6165 -0.7625 -1.1914
O -0.7251 1.4381 0.3167
Br -0.3413 -1.1272 0.9433
H 0.0488 -0.3785 -2.5174
H -1.4689 1.7610 0.0637
H 1.4207 1.1439 -1.2902
H 1.2748 -2.4113 -0.1626
H 1.7563 1.0625 -1.1256
H -1.0563 -0.4614 1.3381
H 1.2984 1.7630 0.5144
H 1.4030 1.2714 0.5190
Br 2.0719 -0.8510 0.9107

Electronic energy in Eh: -6404.2329
Total charge: -1
Molar mass in g/mol: 423.7
E_LUMO in eV: 1.238
2S+1: 1



# C6H8Br2

A 2-piece molecular cluster, C6H8Br2 overall at a distorted geometry (ωB97M-V/def2-TZVPD, the Open Molecules 2025 dataset).

Last column: Mulliken charge in e.
CARTESIAN COORDINATES (ANGSTROEM)
C: -2.051203 1.039088 -0.310928  -0.33
C: -2.974033 0.289562 -0.100206  -0.06
C: 0.681223 -1.200301 -0.881333  -1.39
C: 0.601941 -0.145824 1.408447  -1.28
C: 0.647476 1.252527 -0.669250  -0.48
C: 1.089195 -0.000666 -0.033498  0.84
Br: -4.661783 -0.416709 0.150063  -0.12
Br: 0.899421 2.887634 0.140891  0.04
H: 1.114337 -2.110103 -0.472995  0.41
H: 1.019561 -1.088757 -1.909737  0.41
H: -0.404150 -1.299440 -0.880979  0.26
H: -0.487333 -0.192820 1.414740  0.23
H: 0.918701 0.696383 2.019036  0.42
H: 0.999935 -1.057843 1.843881  0.40
H: 0.413733 1.300111 -1.719897  0.41
H: 2.192979 0.047152 0.001770  0.25

Cartesian forces, eV/Å:
C 3.3335 0.5723 -0.5822
C -2.1874 -0.8620 0.3101
C -0.0655 0.0325 -0.0840
C -0.0104 0.1286 0.1172
C -1.8837 0.1757 0.7025
C -0.2797 -0.2963 0.1189
Br 0.8157 0.1935 -0.0765
Br 0.1836 -0.1680 -0.1817
H 0.0532 -0.0421 0.0265
H 0.0295 -0.0551 -0.0966
H -0.0349 0.0499 0.0182
H -0.0110 0.0435 -0.0855
H 0.0059 0.0117 0.0834
H 0.1112 -0.0845 0.0046
H 0.0173 0.0655 -0.1442
H -0.0771 0.2348 -0.1307

Electronic energy in Eh: -5381.2238
Molar mass in g/mol: 239.9
E_LUMO (alpha / beta) in eV: -1.897 / -1.897
2S+1: 1
Energy relative to the best compared isomer or geometry (same formula, charge and spin) in kcal/mol: 83.8



- Look up the 2S+1 of the first one.
  1